Formula: C20H14ClDyN4O5
Source: OMol25
Level of theory: ωB97M-V with the def2-TZVPD basis set

The geometry in XYZ format:
```
45
Properties=species:S:1:pos:R:3:lowdin_charge:R:1
Dy 2.271 2.912 -4.350 1.8650
O 2.606 4.945 -3.500 -0.3359
Cl 3.688 4.786 -4.453 0.7033
O 4.530 5.846 -4.560 -0.0776
O 3.006 4.418 -5.680 -0.3499
O 4.303 3.534 -4.023 -0.3410
C -3.690 -3.251 6.512 -0.0470
O -2.811 -3.837 5.569 -0.0444
C -2.362 -3.138 4.540 -0.2597
C -2.685 -1.795 4.263 0.0117
C -2.150 -1.168 3.165 -0.0021
C -1.274 -1.845 2.295 -0.1642
C -0.957 -3.188 2.572 -0.0178
C -1.486 -3.820 3.664 0.0237
C -0.738 -1.146 1.170 -0.2193
N -1.016 0.119 0.880 0.1960
C -0.324 0.413 -0.226 -0.1653
C 0.425 -0.708 -0.658 -0.1173
N 0.137 -1.680 0.249 0.2009
C 1.262 -0.668 -1.790 -0.0500
C 2.035 -1.756 -2.235 0.0566
C 2.831 -1.616 -3.345 -0.0012
C 2.871 -0.383 -4.004 -0.0891
N 2.157 0.681 -3.618 -0.0860
C 1.329 0.566 -2.521 -0.1341
C 0.536 1.701 -2.106 -0.1322
N 0.568 2.859 -2.852 -0.0982
C -0.134 3.928 -2.440 -0.0862
C -0.918 3.924 -1.288 0.0113
C -0.997 2.768 -0.538 0.0766
C -0.279 1.638 -0.942 -0.0494
H -3.893 -4.031 7.242 0.1026
H -4.627 -2.938 6.044 0.1031
H -3.226 -2.397 7.013 0.1029
H -3.355 -1.251 4.914 0.1130
H -2.394 -0.139 2.951 0.1147
H -0.292 -3.740 1.925 0.1058
H -1.248 -4.850 3.885 0.1288
H 0.499 -2.620 0.273 0.1602
H 1.988 -2.693 -1.700 0.1336
H 3.422 -2.441 -3.708 0.1292
H 3.503 -0.263 -4.884 0.1282
H -0.063 4.821 -3.068 0.1300
H -1.453 4.815 -0.998 0.1300
H -1.593 2.686 0.359 0.1407
```

As for the net charge: +2. As for the expectation value of S²: 9.346. For the HOMO-LUMO gap (alpha / beta), the calculation gives 4.66 / 4.48 eV. As for the multiplicity: 6.